[1]
Formula: C5H7NO
Source: OMol25
Level of theory: wB97M-V/def2-TZVPD

Its HOMO energy (alpha / beta) is -9.14 / -9.14 eV. The relative energy (zero: lowest compared OMol25 entry of this formula, charge and spin) is 5.023 eV. As for the SMILES: CC1=C(N=O)[C@@H]1C. For the molar mass, the calculation gives 97.12 g mol⁻¹.

Last column: natural (NBO) charge in e.
Element x y z (Å)
C (1.9542, -0.3207, -0.5122)  -0.67
C (0.6235, 0.2218, -0.1760)  0.13
C (-0.1300, 1.0356, 0.5035)  0.00
N (-0.2382, 1.9939, 1.5366)  0.12
O (0.7112, 1.9485, 2.2941)  -0.28
C (-0.8565, 0.2293, -0.5159)  -0.22
C (-1.7709, -0.8927, -0.0543)  -0.62
H (2.6761, -0.0872, 0.2744)  0.24
H (2.3104, 0.1131, -1.4542)  0.24
H (1.9039, -1.4050, -0.6514)  0.24
H (-1.1578, 0.6870, -1.4655)  0.18
H (-1.4509, -1.2557, 0.9287)  0.21
H (-2.8000, -0.5288, 0.0417)  0.22
H (-1.7749, -1.7392, -0.7496)  0.21

---

[2]
Formula: C12H27As3BF2RuS3
Source: OMol25
Level of theory: wB97M-V/def2-TZVPD

Its HOMO energy is -11.15 eV. The relative energy (zero: lowest compared OMol25 entry of this formula, charge and spin) is 0.000 eV. The total charge is +1. For the molar mass, the calculation gives 642.19 g mol⁻¹.

Last column: natural (NBO) charge in e.
Element x y z (Å)
Ru (0.9155, -1.9714, 1.4247)  -0.22
C (2.5706, 1.2344, 2.1609)  -0.95
As (1.9872, 0.0522, 0.7406)  1.29
C (3.6557, -0.2678, -0.1840)  -0.95
C (1.0308, 1.1307, -0.5641)  -0.73
C (-0.4194, 1.5403, -0.2691)  -0.06
C (-0.4888, 2.3243, 1.0442)  -0.62
C (-1.3662, 0.3380, -0.2188)  -0.74
As (-1.1994, -0.9684, 1.2134)  1.35
C (-2.0017, -0.2250, 2.8117)  -0.96
C (-2.5246, -2.2570, 0.6460)  -0.95
C (-0.8825, 2.4885, -1.3949)  -0.73
As (-1.1970, 2.0128, -3.3110)  0.91
C (-2.8862, 1.0232, -3.1426)  -0.96
C (-0.0448, 0.4646, -3.6950)  -0.97
H (1.7724, 1.4207, 2.8736)  0.24
H (2.9099, 2.1785, 1.7372)  0.25
H (3.4028, 0.7502, 2.6710)  0.25
H (4.1516, 0.6849, -0.3652)  0.25
H (3.4533, -0.7627, -1.1313)  0.26
H (4.2962, -0.8983, 0.4306)  0.25
H (1.0897, 0.5492, -1.4833)  0.26
H (1.6383, 2.0292, -0.7040)  0.24
H (-0.1683, 1.7228, 1.8970)  0.19
H (-1.5083, 2.6604, 1.2416)  0.23
H (0.1514, 3.2073, 1.0016)  0.23
H (-1.2651, -0.2578, -1.1279)  0.25
H (-2.4012, 0.6877, -0.1761)  0.24
H (-2.9163, 0.3053, 2.5502)  0.25
H (-1.3167, 0.4506, 3.3164)  0.24
H (-2.2439, -1.0496, 3.4812)  0.25
H (-3.4625, -1.7441, 0.4356)  0.24
H (-2.6804, -2.9904, 1.4342)  0.25
H (-2.1666, -2.7604, -0.2503)  0.26
H (-0.1827, 3.3278, -1.4330)  0.23
H (-1.8449, 2.9236, -1.1048)  0.23
H (-3.6212, 1.6500, -2.6376)  0.23
H (-2.7905, 0.0755, -2.6148)  0.20
H (-3.2543, 0.8224, -4.1480)  0.24
H (1.0011, 0.7650, -3.7466)  0.23
H (-0.3359, 0.1291, -4.6908)  0.25
H (-0.1544, -0.3773, -3.0108)  0.21
S (-0.0199, -4.1789, 2.5652)  0.27
C (0.6354, -2.8926, 3.2123)  -0.42
S (1.3081, -1.6111, 3.8659)  0.28
S (0.9465, -2.6260, -0.8425)  -0.34
F (3.1691, -4.2983, -1.0842)  -0.46
B (2.4161, -3.5064, -0.3621)  1.02
F (2.8419, -3.3060, 0.9377)  -0.50

---

[3]
Formula: C3H3N3O
Source: OMol25
Level of theory: wB97M-V/def2-TZVPD

Its HOMO energy (alpha / beta) is -11.31 / -11.55 eV. The relative energy (zero: lowest compared OMol25 entry of this formula, charge and spin) is 6.494 eV. For the molar mass, the calculation gives 97.08 g mol⁻¹.

Last column: natural (NBO) charge in e.
Element x y z (Å)
C (-1.6354, -1.3768, -0.0218)  0.27
C (-0.8167, 1.4180, 0.1321)  0.35
C (1.1259, -0.0172, 0.3456)  0.06
N (-2.4013, -2.2127, -0.2194)  -0.43
N (-1.4552, 2.3457, -0.1292)  -0.22
N (-0.1732, 0.4015, 0.6636)  -0.29
O (1.4776, -0.1147, -0.9693)  -0.70
H (1.4193, -1.0329, 0.8003)  0.22
H (1.7501, 0.8000, 0.9493)  0.24
H (0.7090, -0.2110, -1.5511)  0.49

---

[4]
Formula: C3H7N3S2
Source: OMol25
Level of theory: wB97M-V/def2-TZVPD

Its HOMO energy is -8.32 eV. The relative energy (zero: lowest compared OMol25 entry of this formula, charge and spin) is 2.288 eV. As for the SMILES: CN(/C=N\S)/C=N\S. For the molar mass, the calculation gives 149.24 g mol⁻¹.

Last column: natural (NBO) charge in e.
Element x y z (Å)
C (-1.9360, -0.1271, -0.0273)  -0.40
N (-0.4757, -0.0762, 0.0394)  -0.50
C (0.2061, -0.7978, -0.9505)  0.23
N (1.3125, -1.4249, -0.8739)  -0.59
S (2.2657, -1.6617, 0.4914)  0.23
C (0.0794, 0.8177, 0.9567)  0.24
N (1.0826, 1.5903, 0.8727)  -0.60
S (2.0262, 1.9308, -0.4839)  0.22
H (-2.3528, 0.1515, 0.9551)  0.22
H (-2.3198, 0.5637, -0.7437)  0.20
H (-2.2731, -1.1619, -0.2600)  0.21
H (-0.3274, -0.8328, -1.9097)  0.18
H (1.6177, -0.9274, 1.4489)  0.09
H (-0.4269, 0.8604, 1.9238)  0.18
H (1.5214, 1.0954, -1.4391)  0.09